120
Properties=species:S:1:pos:R:3:mulliken_charge:R:1 method="wB97M-V/def2-TZVPD" e_tot_ha=-8314.55910 lumo_energy_ev=1.404 homo_energy_ev=-3.84 total_charge=-1
C 0.97284 0.55109 -5.26291 -0.97
C 1.52580 1.08132 -3.89160 0.39
O 0.93837 2.03030 -3.40968 -0.59
N 2.69983 0.55412 -3.19183 -0.12
C 3.73163 0.09995 -4.08885 0.47
C 4.15955 0.97208 -5.34226 -0.76
O 4.35523 -0.92199 -3.93364 -0.49
N 2.36540 -0.37821 -2.18724 0.85
C 1.81873 0.26636 -0.98243 -0.94
C 2.45985 -0.43009 0.33221 -0.40
C 3.30274 0.61012 1.24702 -0.59
Br 4.96055 -0.37362 1.82875 -0.29
C 1.52991 -1.50938 -2.67705 -0.09
C 2.07762 -2.84053 -1.97113 -0.09
O 1.26254 -3.68140 -1.48577 -0.64
O 3.33428 -3.11096 -1.91504 -0.71
H -0.14172 0.65598 -5.31082 0.35
H 1.31732 -0.47512 -5.53804 0.27
H 1.38091 1.24090 -6.06013 0.21
H 4.31460 0.28976 -6.20897 0.26
H 3.35858 1.69657 -5.64667 0.09
H 5.10097 1.54587 -5.13570 0.34
H 2.04689 1.36957 -0.94081 0.42
H 0.69317 0.19664 -0.92494 0.27
H 1.68331 -1.00266 0.90349 0.19
H 3.21782 -1.16400 -0.06025 0.45
H 3.65823 1.50238 0.67929 0.40
H 2.76356 0.91297 2.17148 0.38
H 0.46106 -1.40561 -2.33564 0.28
H 1.62898 -1.69945 -3.77326 0.17
C -0.81859 -5.94493 -1.12299 -0.57
S -1.18431 -7.05149 -2.49265 0.49
O -2.35806 -6.48957 -3.22389 -0.65
C -1.78768 -8.41937 -1.47917 -0.89
H -0.45703 -4.99605 -1.52881 0.20
H -1.72312 -5.76656 -0.53663 0.38
H -0.04275 -6.38314 -0.49562 0.17
H -2.63130 -8.08790 -0.87128 0.25
H -0.98117 -8.78034 -0.83916 0.32
H -2.11052 -9.22172 -2.14251 0.33
C 0.99690 -5.34317 4.06961 -0.90
S 2.13385 -4.49274 2.95619 0.36
O 1.82982 -3.03665 3.03600 -0.52
C 1.41882 -5.09649 1.42153 -0.98
H 1.24591 -5.06638 5.09360 0.39
H -0.02892 -5.04396 3.85532 0.16
H 1.10684 -6.42228 3.95185 0.37
H 0.36861 -4.80632 1.36170 0.32
H 1.51193 -6.18423 1.37886 0.51
H 1.96564 -4.65279 0.58565 0.24
C -0.81741 1.17597 3.26264 -1.09
S -0.14921 1.69975 1.67514 0.85
O 1.18353 2.32068 1.92843 -0.69
C -1.33057 3.03761 1.41981 -1.19
H -0.20121 0.35824 3.63948 0.40
H -0.79129 2.00038 3.96611 0.29
H -1.84100 0.82523 3.13142 0.34
H -1.27172 3.74906 2.24469 0.33
H -2.33852 2.62648 1.35056 0.37
H -1.08049 3.54156 0.48630 0.37
C 4.38583 2.92449 -10.02692 -1.01
S 3.39865 1.72538 -9.11037 0.52
O 4.24180 1.21381 -7.99481 -0.54
C 3.38607 0.46372 -10.39887 -1.00
H 4.55188 3.79073 -9.38697 0.32
H 5.34698 2.48583 -10.29909 0.31
H 3.84550 3.23551 -10.92230 0.38
H 4.40862 0.17716 -10.64840 0.31
H 2.87687 0.85112 -11.28276 0.37
H 2.84690 -0.40429 -10.02140 0.32
C -4.49935 6.06531 -0.97205 -1.02
S -5.52966 4.93230 -0.02290 0.56
O -4.71909 4.45079 1.13062 -0.62
C -5.54968 3.61582 -1.25458 -0.97
H -4.32399 6.95534 -0.36789 0.26
H -3.54427 5.59251 -1.20654 0.41
H -5.01712 6.34834 -1.88958 0.39
H -4.53005 3.29470 -1.47231 0.29
H -6.03337 3.97619 -2.16367 0.36
H -6.11635 2.77796 -0.85009 0.33
C -6.93269 10.18310 -0.09136 -1.00
S -7.25330 8.41408 -0.22824 0.69
O -7.33367 8.08640 -1.67933 -0.62
C -8.93978 8.47702 0.40525 -1.01
H -5.93161 10.37974 -0.47438 0.30
H -7.66187 10.74124 -0.68061 0.32
H -6.98387 10.48389 0.95595 0.36
H -9.54498 9.14064 -0.21403 0.32
H -8.92768 8.83146 1.43691 0.36
H -9.35433 7.47023 0.37285 0.31
C 9.83101 -1.32788 2.83592 -0.99
S 8.14888 -1.86967 2.46818 0.60
O 7.36230 -1.75318 3.72418 -0.60
C 8.55483 -3.61291 2.24753 -0.94
H 9.80663 -0.25920 3.04777 0.31
H 10.21334 -1.86147 3.70807 0.30
H 10.47136 -1.51007 1.97140 0.34
H 9.01622 -4.00551 3.15544 0.31
H 9.23445 -3.72402 1.40113 0.34
H 7.63164 -4.15429 2.04452 0.30
C -4.01739 -6.59321 6.42632 -0.98
S -2.70561 -6.94605 5.23979 0.49
O -1.50830 -6.16729 5.65558 -0.56
C -3.46075 -6.07270 3.85457 -0.86
H -3.73209 -7.01906 7.38802 0.32
H -4.14483 -5.51475 6.53140 0.31
H -4.94818 -7.05247 6.09010 0.37
H -3.62272 -5.02666 4.11827 0.31
H -4.40888 -6.54787 3.59807 0.40
H -2.78365 -6.13224 3.00302 0.21
C -1.87417 4.34501 6.91564 -0.98
S -2.19600 2.57613 6.78441 0.47
O -2.27276 2.24489 5.33432 -0.54
C -3.88577 2.64221 7.41239 -1.00
H -0.87173 4.53896 6.53461 0.32
H -2.60116 4.90138 6.32197 0.30
H -1.92799 4.64988 7.96178 0.39
H -4.48851 3.30411 6.78882 0.30
H -3.87723 2.99995 8.44318 0.39
H -4.30095 1.63560 7.38168 0.32

112
Properties=species:S:1:pos:R:3:mulliken_charge:R:1 method="wB97M-V/def2-TZVPD" e_tot_ha=-2512.12132 smiles="CN(C(=O)O)P(C)O.COCCNCCOC.COCCNCCOC.COCCNCCOC.COCCNCCOC" lumo_energy_ev=0.405 homo_energy_ev=-8.28
C -1.62904 0.71439 -1.91219 -1.12
N -2.53743 1.71817 -1.32812 0.54
C -1.91556 2.61834 -0.42475 0.17
O -2.27984 2.70855 0.73081 -0.49
O -0.89848 3.37439 -0.89328 -0.41
P -3.68495 2.50008 -2.36150 0.04
C -5.13822 1.41178 -2.13136 -0.93
O -3.32904 2.14853 -3.92863 -0.48
H -1.68627 0.64286 -2.99171 0.42
H -0.59748 0.91338 -1.65354 0.36
H -1.86003 -0.26556 -1.51040 0.30
H -1.10692 3.64970 -1.79227 0.32
H -4.78365 0.44508 -1.79131 0.29
H -5.74046 1.34721 -3.02343 0.35
H -5.67194 1.85026 -1.30060 0.29
H -2.70118 2.78330 -4.27283 0.33
C 3.64141 0.79044 -1.30382 -0.80
O 4.27464 1.26002 -2.47828 -0.30
C 4.64943 0.23883 -3.39656 -1.02
C 3.79557 0.28717 -4.64465 0.02
N 2.42261 -0.11746 -4.36447 -0.23
C 1.48238 0.14778 -5.44898 -0.71
C 1.25697 1.59614 -5.87197 -0.46
O 0.60838 2.39508 -4.89834 -0.41
C 1.45587 2.95415 -3.90864 -0.40
H 3.58258 1.62533 -0.60781 0.25
H 2.62398 0.43485 -1.50223 0.30
H 4.21763 -0.01297 -0.83700 0.36
H 4.61702 -0.75033 -2.93145 0.46
H 5.68367 0.43558 -3.68575 0.44
H 4.22096 -0.38370 -5.39532 0.40
H 3.85103 1.31020 -5.03911 0.10
H 2.10198 0.36609 -3.53698 -0.04
H 0.51608 -0.25338 -5.13211 0.34
H 1.79198 -0.42753 -6.32669 0.43
H 0.58333 1.57696 -6.73246 0.38
H 2.17709 2.08322 -6.21468 0.28
H 2.44818 3.19245 -4.29696 0.28
H 1.54283 2.28899 -3.04540 0.09
H 0.99130 3.87888 -3.56249 0.26
C 10.65865 3.64593 -4.60498 -0.71
O 9.85328 4.51381 -5.37870 -0.34
C 10.26124 4.64292 -6.73420 -0.82
C 9.27423 3.98052 -7.67174 -0.17
N 9.30362 2.52955 -7.53930 -0.31
C 8.21231 1.83628 -8.21839 -0.80
C 6.78284 2.11395 -7.76329 -0.56
O 6.47714 1.64252 -6.46474 -0.28
C 6.84270 2.50181 -5.39895 -0.52
H 10.37428 3.77992 -3.56282 0.24
H 10.50251 2.59518 -4.87281 0.30
H 11.71929 3.88982 -4.71087 0.34
H 11.27048 4.24996 -6.88553 0.40
H 10.28115 5.71261 -6.95980 0.39
H 9.52659 4.24793 -8.70207 0.40
H 8.28237 4.39589 -7.44823 0.17
H 9.27405 2.28996 -6.55800 0.08
H 8.39176 0.76614 -8.09052 0.39
H 8.28412 2.04414 -9.29047 0.41
H 6.12107 1.56307 -8.43685 0.36
H 6.50823 3.17099 -7.86173 0.38
H 6.77428 3.55756 -5.67135 0.33
H 7.85201 2.27710 -5.04305 0.21
H 6.15801 2.31594 -4.57242 0.11
C -6.11728 2.84989 2.97069 -0.74
O -5.47346 1.63754 2.64024 -0.35
C -4.04859 1.67747 2.76903 -0.73
C -3.58901 0.83673 3.94208 0.01
N -3.97528 1.43019 5.21808 -0.32
C -3.79216 0.55716 6.37359 -1.20
C -4.58820 -0.74266 6.43276 0.16
O -5.98549 -0.57200 6.59516 -0.44
C -6.70963 -0.33342 5.40158 -0.59
H -7.15628 2.76707 2.65285 0.25
H -6.10270 3.04234 4.04971 0.32
H -5.65966 3.69645 2.45034 0.32
H -3.68411 2.70090 2.84909 0.42
H -3.64041 1.24912 1.86262 0.27
H -2.49914 0.74726 3.90837 0.39
H -4.01591 -0.16747 3.81230 0.06
H -4.94790 1.69990 5.17103 0.10
H -4.05921 1.14291 7.25703 0.41
H -2.72769 0.31773 6.46133 0.44
H -4.25664 -1.27981 7.32487 0.19
H -4.37961 -1.40514 5.58410 0.30
H -6.26610 -0.84658 4.54476 0.27
H -6.78792 0.73573 5.18815 0.24
H -7.72196 -0.71238 5.54796 0.32
C -2.61348 -8.20775 7.70063 -0.71
O -4.00487 -8.30893 7.47039 -0.34
C -4.81289 -7.91286 8.57128 -0.78
C -5.53863 -6.61524 8.28572 -0.17
N -4.61735 -5.48775 8.23579 -0.33
C -5.19984 -4.25018 7.71951 -0.72
C -5.71268 -4.23430 6.28339 -0.38
O -4.70282 -4.34934 5.29636 -0.38
C -4.28661 -5.66827 4.99746 -0.61
H -2.10932 -8.71398 6.87919 0.24
H -2.27691 -7.16551 7.72203 0.29
H -2.33004 -8.69606 8.63720 0.34
H -4.22429 -7.83867 9.49001 0.41
H -5.56048 -8.69784 8.71502 0.40
H -6.27405 -6.43762 9.07595 0.34
H -6.08321 -6.74606 7.34090 0.18
H -3.82753 -5.73617 7.65645 0.08
H -4.42514 -3.48527 7.79668 0.39
H -6.01369 -3.94566 8.38426 0.36
H -6.17001 -3.25535 6.11871 0.16
H -6.50447 -4.97412 6.11426 0.40
H -5.10300 -6.38753 5.09734 0.30
H -3.44749 -5.97596 5.62777 0.18
H -3.93952 -5.67920 3.96395 0.29